## i
ORCA calculation (the ωB97M-V functional and the def2-TZVPD basis) on a cluster of 2 separate species, C6H9N2O in total.

Values from the calculation:
HOMO: -0.4700 hartree
LUMO energy: -4.734 eV

```
! wB97M-V def2-TZVPD RIJCOSX def2/J DEFGRID3
* xyz 1 1
C -1.84930 -0.60815 0.10648
C -1.04664 0.45775 0.02096
C 1.74683 1.41317 -0.46923
C -3.28803 -0.53389 0.45687
C 2.15509 -1.18008 -0.30162
C 2.55517 0.32035 -0.15757
N -0.83504 2.82630 0.17224
N -1.18939 1.74514 0.13391
O 1.27750 2.39847 -0.75244
H -1.37869 -1.50282 -0.16339
H -3.51526 0.54246 0.71738
H -3.38218 -1.21996 1.38962
H -4.04715 -0.78223 -0.30060
H 2.25967 -1.40361 -1.44434
H 2.88371 -1.75013 0.12285
H 1.27870 -1.53937 0.17441
H 3.57258 0.44506 -0.65431
H 2.80240 0.37155 0.94877
*
```

## ii
ORCA calculation (the ωB97M-V functional and the def2-TZVPD basis) on a cluster of 2 separate species, C6H9N2O in total.

Values from the calculation:
HOMO (alpha / beta): -0.4570 / -0.4723 hartree
LUMO energy (alpha / beta): -6.646 / -6.502 eV

```
! wB97M-V def2-TZVPD RIJCOSX def2/J DEFGRID3
* xyz 1 1
C 1.83399 0.82737 0.69891
C 1.11143 1.53822 -0.28146
C 1.43947 -0.49291 1.05742
C -0.38924 -0.27907 -0.37468
C -0.67925 1.29916 -1.99316
C -0.40837 -1.96494 1.22322
N 0.07459 0.83626 -0.88129
N 0.18710 -0.91282 0.70195
O -2.70411 -1.22408 0.28720
H 2.72434 1.20162 1.26134
H 1.35289 2.54031 -0.63742
H 1.85241 -1.02826 1.91201
H -0.68047 2.44822 -1.73936
H -0.27274 1.03298 -3.03080
H -1.79494 0.90372 -1.85884
H -2.43977 -1.95192 0.60915
H -0.63520 -1.83917 2.28480
H -0.57212 -2.93467 0.76099
*
```

It turns out i is the most stable, with the second structure 4.261 eV higher.

## i
ORCA calculation (the ωB97M-V functional and the def2-TZVPD basis) on a cluster of 2 separate species, C5H10N5 in total.

Values from the calculation:
HOMO (alpha / beta): -0.4794 / -0.4960 hartree
LUMO energy (alpha / beta): -6.239 / -5.398 eV

```
! wB97M-V def2-TZVPD RIJCOSX def2/J DEFGRID3
* xyz 1 1
C -3.74743 -0.23777 -0.92430
C -3.80979 0.38623 1.15393
C 0.21075 -0.08749 0.76353
C 2.40309 0.19097 -0.11221
C 0.52949 -0.35347 -1.53995
N -4.80541 0.47730 -0.79072
N -4.71331 0.97932 0.46898
N -3.04872 -0.31095 0.21236
N -2.14516 -1.15718 0.45583
N 1.00237 0.02867 -0.22968
H -3.57254 -0.97227 -1.68835
H -3.59845 0.64954 2.14398
H 0.50299 0.15640 1.84410
H 2.77812 0.72340 -1.00166
H 2.93168 -0.72140 -0.13362
H 2.63120 0.62585 0.83918
H 0.60309 0.51060 -2.12948
H -0.51974 -0.57168 -1.57697
H 1.08511 -1.19353 -1.81191
H -2.26816 -1.50133 1.41929
*
```

## ii
ORCA calculation (the ωB97M-V functional and the def2-TZVPD basis) on the ion C5H10N5 with charge +1.

Values from the calculation:
HOMO (alpha / beta): -0.4035 / -0.4032 hartree
LUMO energy (alpha / beta): -4.166 / -4.170 eV

```
! wB97M-V def2-TZVPD RIJCOSX def2/J DEFGRID3
* xyz 1 1
C 1.10807 0.75879 -0.33710
C 0.23490 1.52225 -0.99884
C -2.06703 0.32011 -0.13284
C -0.21030 -1.15822 0.32772
C 2.07259 -0.89378 1.11956
N -1.39291 -0.64810 0.29259
N 0.92065 -0.36659 0.41374
N 0.14866 2.25185 -2.05958
N -0.06217 -2.51364 0.50933
N -3.03620 1.00305 0.40237
H 2.09077 1.20202 -0.17445
H 2.65326 -0.06930 1.53321
H 1.72832 -1.52526 1.93619
H 2.72181 -1.48149 0.46506
H 0.73959 2.12430 -2.87904
H -0.56204 2.96787 -2.13038
H -0.91341 -3.04412 0.40104
H 0.75312 -2.95369 0.11141
H -3.59772 1.61427 -0.17002
H -3.32996 0.88966 1.37004
*
```

It turns out ii is the most stable, with the second structure 4.225 eV higher.

## i
ORCA calculation (the ωB97M-V functional and the def2-TZVPD basis) on the molecule C4H6O2S2.

Values from the calculation:
HOMO: -0.3295 hartree
LUMO energy: -0.548 eV

```
! wB97M-V def2-TZVPD RIJCOSX def2/J DEFGRID3
* xyz 0 1
O -2.68098 -0.78032 -0.26836
C -1.58989 -0.72663 0.20194
O -1.15823 -1.67247 1.01115
C -0.58483 0.29294 -0.09781
C 0.85601 -0.07014 0.31816
S 1.67148 1.51582 0.37814
C 1.70707 -0.90536 -0.57714
S 2.32468 -2.26222 0.01186
H -2.02883 -2.08876 1.05798
H -0.67202 0.61075 -1.07251
H -0.91387 1.13236 0.47676
H 0.76891 -0.55197 1.30882
H 1.46146 1.53690 -0.99308
H 2.03107 -0.45830 -1.59242
*
```

## ii
ORCA calculation (the ωB97M-V functional and the def2-TZVPD basis) on a cluster of 2 separate species, C4H6O2S2 in total.

Values from the calculation:
HOMO: -0.3183 hartree
LUMO energy: -0.949 eV

```
! wB97M-V def2-TZVPD RIJCOSX def2/J DEFGRID3
* xyz 0 1
C -0.82086 1.67721 0.03163
C -1.03465 0.37073 0.15779
C 0.64183 -0.84529 -1.28925
C -0.79733 -0.47799 -1.05736
O 0.16128 0.53059 3.34427
O 2.07757 -0.73685 2.50979
S -0.45722 3.21925 -0.13043
S 1.27333 0.46962 2.45352
H -1.58206 -0.13133 0.96870
H 1.20444 0.04218 -1.62322
H 0.73222 -1.54377 -2.19738
H 1.05364 -1.45644 -0.42899
H -1.35077 -1.41077 -0.89887
H -1.10142 0.29284 -1.84022
*
```

## iii
ORCA calculation (the ωB97M-V functional and the def2-TZVPD basis) on a structure of composition C4H6O2S2.

Values from the calculation:
HOMO (alpha / beta): -0.3550 / -0.3551 hartree
LUMO energy (alpha / beta): -1.898 / -1.897 eV

```
! wB97M-V def2-TZVPD RIJCOSX def2/J DEFGRID3
* xyz 0 1
C 2.81134 0.12781 -0.72747
C -0.53841 1.25966 0.42199
C -1.50586 -0.76269 -0.65968
C -1.12818 -0.01820 0.67489
O 3.57854 -2.18886 -0.00411
O 1.52331 2.73751 -0.12383
S 2.71064 -1.07134 0.40358
S 1.10376 1.36461 0.14327
H -1.16929 2.26773 0.39352
H -0.67797 -0.96437 -1.31770
H -2.18610 -0.20709 -1.40424
H -2.05677 -1.75518 -0.40511
H -0.42857 -0.70613 1.30476
H -2.03643 -0.08346 1.30013
*
```

It turns out i is the most stable, with the second structure 1.197 eV higher.

## i
ORCA calculation (the ωB97M-V functional and the def2-TZVPD basis) on a cluster of 2 separate species, CN2O2S in total.

Values from the calculation:
HOMO (alpha / beta): -0.3559 / -0.3482 hartree
LUMO energy (alpha / beta): -2.709 / -2.815 eV

```
! wB97M-V def2-TZVPD RIJCOSX def2/J DEFGRID3
* xyz 0 1
C 0.36958 1.26921 0.84352
N -0.07920 1.48202 1.90085
N -0.20036 -0.99239 -0.85582
O -0.19461 -0.76210 -2.00666
O 0.67347 0.77951 -0.23654
S -0.56889 -1.77625 0.35464
*
```

## ii
ORCA calculation (the ωB97M-V functional and the def2-TZVPD basis) on the molecule CN2O2S.

Values from the calculation:
HOMO: -0.3545 hartree
LUMO energy: -1.198 eV

```
! wB97M-V def2-TZVPD RIJCOSX def2/J DEFGRID3
* xyz 0 1
O -1.79205 -0.81137 0.00883
C -0.70994 -0.34518 0.03321
N -0.42867 1.03676 0.05257
N 0.66015 1.49645 -0.05516
S 1.82112 -0.28183 0.01700
O 0.44939 -1.09483 -0.05645
*
```

It turns out ii is the most stable, with the second structure 2.771 eV higher.